1.
Below is a 5-piece molecular cluster, C32H51O11P overall at a distorted geometry, with properties calculated with ωB97M-V/def2-TZVPD.

The geometry in XYZ format:
```
95
Properties=species:S:1:pos:R:3:forces:R:3
C -1.314119 -2.780702 3.185424 0.7 -0.5 0.2
C -0.498298 -3.855332 2.292977 -0.3 0.5 0.0
C -1.441714 -4.675954 1.257566 0.8 0.8 -0.3
C -2.356060 -3.685350 0.345805 0.7 -1.3 -0.3
C -1.369171 -2.986291 -0.731852 -0.5 -0.5 0.1
C -1.647088 -1.413178 -0.936098 0.6 0.2 0.3
C -0.284329 -0.587944 -0.798074 3.0 1.8 0.1
C -0.121472 0.732702 0.014831 3.1 -2.0 -2.1
C 1.290584 1.421817 0.091356 -0.3 -2.2 -1.4
C 2.554275 0.850650 -0.591622 -2.6 -2.0 -0.6
C 2.369708 -0.454717 -1.428810 -2.2 0.6 1.1
C 0.990691 -1.135105 -1.521301 0.4 2.5 1.6
C 3.595090 -1.149854 -2.183541 -0.7 -0.9 -0.6
O 3.414070 -2.029588 -3.072736 1.1 2.9 3.6
C 5.052876 -0.682618 -1.694718 -0.7 2.1 1.4
C 5.235842 0.516681 -0.927520 -0.7 -2.8 -1.9
P 7.046539 0.852809 -0.405177 -0.7 3.2 2.1
O 7.267057 2.244208 0.206918 -0.2 -2.9 -1.6
C 4.008069 1.474970 -0.515948 -0.2 2.4 1.1
O 4.195975 2.660266 -0.118669 -0.6 -4.6 -1.6
H -0.977773 -1.701945 2.951376 -0.8 -1.7 0.2
H -2.440262 -2.909705 3.041002 1.7 0.4 0.4
H -1.021448 -2.973183 4.281123 -0.7 0.4 -1.5
H 0.314595 -3.258646 1.731535 -1.2 -1.1 0.6
H 0.052139 -4.568673 2.995087 -0.8 0.8 -1.1
H -2.053666 -5.493553 1.773545 0.8 1.3 -0.6
H -0.707796 -5.185076 0.523001 -1.3 0.5 1.1
H -2.958232 -2.944828 0.968653 0.9 -0.9 -0.9
H -3.081486 -4.383377 -0.214773 0.9 1.3 0.9
H -1.498455 -3.521419 -1.745514 0.2 0.8 1.6
H -0.300125 -3.229439 -0.386534 -1.5 0.8 -0.6
H -2.106667 -1.256838 -1.970879 0.8 0.0 1.3
H -2.436592 -1.032776 -0.181951 1.5 -0.6 -1.1
H -1.028990 1.175023 0.544574 1.6 -0.6 -0.8
H 1.369738 2.389218 0.689928 0.0 -1.6 -1.0
H 0.905540 -2.091176 -2.134505 0.2 1.5 0.9
H 5.946661 -1.358691 -1.941708 -1.5 1.1 0.2
H 7.319643 -0.154027 0.605518 -0.2 0.2 -1.0
H 7.879927 0.555836 -1.537650 -0.6 -0.2 0.4
O -4.035511 -1.161534 3.750927 0.2 0.6 0.4
C -4.038004 -0.274762 4.574323 -0.2 -0.5 -0.1
O -2.885878 0.327113 4.922141 0.3 0.0 -0.5
C -2.801285 1.501729 5.743054 0.0 0.0 0.3
C -2.811923 1.139575 7.214506 -0.1 -0.2 0.1
C -5.302102 0.108316 5.290157 -0.5 0.5 -0.2
H -3.580811 2.221472 5.481289 0.0 -0.1 0.0
H -1.848621 1.977415 5.497754 -0.1 -0.2 -0.2
H -3.744007 0.647820 7.501295 0.0 0.1 0.0
H -2.688627 2.031789 7.831868 0.0 0.0 0.0
H -2.002958 0.439843 7.440298 0.0 0.1 -0.1
H -5.458641 -0.570124 6.131372 0.0 0.1 0.0
H -6.136356 0.011956 4.591823 0.1 -0.2 0.1
H -5.316629 1.138368 5.640402 0.1 -0.1 0.2
O 0.488503 -0.155958 -5.177060 0.4 0.4 -0.5
C 1.481509 0.017474 -5.848063 -0.3 -0.4 0.1
O 1.495575 0.969123 -6.800372 -0.4 0.3 0.3
C 2.669104 1.378991 -7.519133 0.1 0.0 -0.3
C 2.918747 0.478116 -8.711279 0.0 -0.3 0.0
C 2.678120 -0.879287 -5.697380 0.4 0.2 0.5
H 3.534332 1.446610 -6.854192 -0.1 -0.2 0.0
H 2.472760 2.393642 -7.872748 -0.2 -0.2 0.2
H 3.107382 -0.553090 -8.403765 0.1 0.1 0.0
H 3.778001 0.829707 -9.286480 -0.1 0.0 0.0
H 2.041863 0.458176 -9.363661 0.1 0.1 0.1
H 2.526736 -1.783369 -6.290421 0.0 0.1 0.0
H 2.772385 -1.153289 -4.642537 -0.3 -0.1 -0.6
H 3.619942 -0.409489 -5.975515 0.0 -0.1 -0.2
O 2.750867 4.364796 -8.743536 0.8 0.2 -0.2
C 3.792677 4.966071 -8.614085 -0.5 -0.1 0.3
O 4.888703 4.571369 -9.289394 -0.2 -0.3 -0.5
C 6.114109 5.315443 -9.351262 0.2 0.0 0.2
C 6.997000 5.010468 -8.158253 -0.1 -0.1 0.2
C 3.910688 6.099487 -7.634555 -0.1 0.7 -0.2
H 5.919711 6.384254 -9.468522 -0.1 -0.1 0.1
H 6.621048 4.993169 -10.263907 -0.3 -0.1 0.0
H 6.521480 5.305414 -7.220416 0.1 0.1 -0.1
H 7.951412 5.534637 -8.241104 -0.1 0.0 0.0
H 7.189148 3.936404 -8.091202 0.0 0.1 -0.1
H 4.107189 5.695483 -6.639601 0.0 0.0 -0.1
H 2.962959 6.641752 -7.620260 0.0 -0.3 0.1
H 4.675189 6.829255 -7.893505 0.1 -0.1 0.1
O -5.765864 0.034393 10.361088 -0.1 -0.7 -0.5
C -6.273666 -1.029464 10.092859 -0.1 0.6 0.3
O -5.982084 -1.642844 8.929340 0.5 0.1 -0.2
C -6.378637 -2.980895 8.593561 -0.3 -0.1 -0.1
C -7.777222 -3.004133 8.011135 -0.2 0.1 0.1
C -7.303624 -1.641955 10.999888 0.1 -0.5 0.5
H -6.268312 -3.650429 9.449944 -0.1 0.1 0.0
H -5.670249 -3.328735 7.837759 0.1 0.3 0.1
H -8.518332 -2.650161 8.730977 0.0 -0.1 0.0
H -8.050015 -4.015931 7.704091 0.0 0.1 0.0
H -7.839335 -2.343206 7.142534 0.1 -0.1 0.0
H -8.280071 -1.205949 10.780748 0.1 0.0 0.0
H -7.032396 -1.412614 12.032486 -0.1 0.2 -0.2
H -7.361257 -2.726605 10.933952 -0.2 0.0 -0.2
```
Forces are in eV/Å.

Its total energy is -65815.430 eV. As for the orbital gap: 7.286 eV. For the molar mass, the calculation gives 642.723 g mol⁻¹.

2.
Below is C32H52BN8Pb as an isolated structure at a distorted geometry, with properties calculated with ωB97M-V/def2-TZVPD.

The geometry in XYZ format:
```
94
Properties=species:S:1:pos:R:3:forces:R:3
Pb -0.322936 2.757326 -1.006784 1.0 -1.2 0.1
B -0.866723 0.618664 0.308370 0.6 0.3 -0.7
H 0.209720 0.647051 0.239842 3.8 0.1 -0.3
H -1.225026 0.597415 -0.709183 -1.8 -0.6 -3.9
H -1.188505 -0.175471 0.964144 -0.6 -3.0 1.7
H -1.197634 1.532229 0.777572 -1.4 3.8 1.9
C 5.335557 -0.015921 -1.701396 0.5 -0.7 0.8
C 5.581825 1.432872 -2.138463 -0.4 -1.6 -0.6
C 4.343943 1.986839 -2.934032 1.6 0.3 0.3
C 3.076401 1.639000 -2.339187 2.4 1.0 -0.8
N 2.118130 1.395289 -1.798014 -3.2 -0.1 1.4
H 4.457715 -0.272136 -1.108233 -0.6 0.7 -0.2
H 6.095202 -0.386951 -1.013364 0.5 0.2 -0.3
H 5.322911 -0.710917 -2.540996 0.0 0.2 -0.2
H 6.426344 1.378803 -2.825449 -0.1 0.2 -0.3
H 5.970837 2.083510 -1.355246 -0.7 0.1 0.2
H 4.306441 1.649930 -3.969982 0.3 -0.1 0.0
H 4.548280 3.057415 -2.919474 -0.8 0.2 -0.3
C -1.696528 -4.959448 0.821321 -0.7 -0.7 -1.7
C -0.881844 -4.473302 1.950450 1.3 0.4 0.6
C -0.109073 -3.094230 1.761808 -1.0 -1.4 -0.4
C 0.699890 -2.895548 0.513000 -0.5 0.0 0.6
N 1.311331 -2.647545 -0.434876 -0.6 -0.2 0.4
H -2.356262 -5.784199 1.090833 0.0 0.1 0.4
H -1.083539 -5.411782 0.041752 0.2 0.3 -0.2
H -2.343701 -4.237244 0.323633 0.1 0.3 0.1
H -0.193981 -5.288663 2.174365 0.2 0.2 0.3
H -1.516777 -4.333221 2.825292 0.2 0.1 0.2
H 0.471993 -2.905510 2.664490 0.2 0.2 -0.3
H -0.979309 -2.438072 1.746071 0.4 0.8 -0.2
C 4.255160 3.731249 3.338638 1.0 0.0 -1.1
C 4.726540 3.589847 1.827635 1.2 1.5 1.3
C 3.993182 2.556210 1.054034 -2.0 -0.1 0.1
C 2.553802 2.929727 1.050521 -3.8 0.1 -0.3
N 1.382203 3.134884 1.061804 3.8 -0.5 -0.6
H 4.352569 2.753937 3.811387 -0.4 0.1 0.1
H 3.269158 4.179435 3.461222 -0.3 -0.5 -0.3
H 4.890577 4.419750 3.895706 0.3 -0.1 -0.2
H 5.792812 3.399266 1.705842 0.1 -0.6 0.7
H 4.735819 4.549998 1.311780 -0.8 0.2 0.0
H 3.979998 1.589859 1.558107 0.3 -0.3 0.0
H 4.297221 2.423501 0.015745 0.1 0.1 0.1
C -3.859181 1.483203 -5.621453 0.1 -0.1 0.0
C -2.556021 1.294004 -6.355529 0.0 1.1 -0.7
C -1.569511 0.410524 -5.647488 0.0 -0.9 0.3
C -1.179615 0.899689 -4.364955 1.9 2.6 4.2
N -0.810550 1.355023 -3.337895 -1.3 -1.2 -2.8
H -4.354380 0.512723 -5.589281 -0.5 0.3 0.1
H -4.431289 2.262991 -6.124189 -0.3 -0.4 -0.1
H -3.695872 1.860049 -4.611795 0.0 -0.2 0.2
H -2.123921 2.281626 -6.516710 0.3 0.0 0.0
H -2.721998 0.895427 -7.356368 -0.1 -0.1 0.1
H -0.652467 0.225218 -6.206765 -0.1 -0.2 -0.1
H -2.037204 -0.528430 -5.351295 -0.1 -0.6 -0.5
N -1.710399 0.961351 3.233192 -0.2 0.3 -1.7
C -1.307466 2.183847 3.628839 0.9 0.8 0.1
C -1.646020 2.360459 4.956079 0.5 0.8 -1.8
C -2.353777 1.211266 5.274767 -1.1 -0.2 2.3
C -2.460148 0.382605 4.194281 0.1 -0.6 0.6
H -1.445564 0.614566 2.322314 -0.4 -0.1 0.6
H -0.785847 2.817092 2.926477 0.2 0.0 0.2
H -1.432824 3.283301 5.475017 -0.2 -0.4 0.4
H -2.705423 1.053128 6.283604 -0.4 -0.3 -0.2
H -3.023333 -0.526186 4.041558 0.4 -0.1 0.2
N -3.546337 -0.605025 0.760836 -1.3 -1.2 0.6
C -4.467790 0.114412 1.492832 2.4 1.0 -1.1
C -5.645969 -0.573724 1.581136 -0.6 -2.0 0.0
C -5.393181 -1.828505 0.989887 -2.0 0.7 0.6
C -4.082385 -1.847060 0.498090 0.8 1.7 -0.3
H -2.609570 -0.317053 0.516612 0.0 0.0 0.1
H -4.178181 1.101881 1.820597 -0.2 0.0 0.2
H -6.506581 -0.176833 2.099036 -0.1 -0.4 -0.2
H -6.124313 -2.609891 0.844038 0.2 -0.1 0.1
H -3.539720 -2.585745 -0.073088 -0.1 0.0 0.1
N -1.581562 -1.867970 -2.068624 -0.4 -0.1 0.2
C -1.456636 -3.024299 -2.756508 0.9 -1.2 -0.9
C -2.556873 -3.224642 -3.543190 -1.0 0.0 0.7
C -3.494459 -2.201245 -3.206596 1.1 0.2 -0.4
C -2.818807 -1.349026 -2.340629 -1.0 0.3 0.2
H -0.908923 -1.513197 -1.403956 0.0 0.0 -0.2
H -0.602335 -3.682034 -2.693575 0.2 0.4 0.2
H -2.781184 -4.068514 -4.178776 0.3 0.0 0.0
H -4.466987 -2.133563 -3.671368 0.0 0.4 0.3
H -3.152984 -0.458439 -1.829175 0.0 0.0 -0.3
N 1.899445 -0.211034 1.995669 0.1 -0.1 0.8
C 1.875179 0.383609 3.240178 0.9 0.0 -1.0
C 2.981924 -0.111216 3.910066 -0.8 0.7 1.8
C 3.598409 -1.130055 3.183655 -1.1 0.1 -2.4
C 2.906112 -1.131277 1.953608 0.6 -0.7 0.3
H 1.222302 0.002988 1.277504 0.4 -0.4 0.1
H 1.125941 1.146536 3.391752 0.3 0.0 0.6
H 3.277426 0.185290 4.905635 -0.1 0.0 0.0
H 4.382251 -1.815803 3.469551 0.0 0.3 0.0
H 2.964878 -1.765892 1.081712 0.4 0.1 0.2
```
Forces are in eV/Å.

Its total energy is -51852.068 eV. The charge is +2. As for the orbital gap (spin up / spin down): 5.508 / 3.358 eV. For the molar mass, the calculation gives 766.836 g mol⁻¹. As for the multiplicity: 2.

Question: Which formula does entry 2 have?
Answer: C32H52BN8Pb

Question: What is the molar mass in the first record?
Answer: 642.723 g mol⁻¹

Question: Which of these has the lowest molar mass?
Answer: C32H51O11P